[1]
72
Properties=species:S:1:pos:R:3 method="wB97M-V/def2-TZVPD" total_charge=+4 gap_ev="5.7 / 5.7" de_lowest_ev=0.840 energy_ev=-91882.972
P -0.167 0.622 2.535
C 1.287 -0.027 3.447
H 1.151 0.149 4.525
H 2.189 0.490 3.104
H 1.372 -1.104 3.269
C 0.023 2.352 3.065
H -0.911 2.903 2.899
H 0.824 2.788 2.454
H 0.298 2.412 4.130
C -1.430 -0.011 3.691
H -1.279 0.390 4.706
H -1.369 -1.108 3.717
H -2.419 0.288 3.313
P -2.267 -2.102 -0.767
C -1.712 -3.843 -0.661
H -2.451 -4.496 -1.151
H -1.606 -4.136 0.391
H -0.745 -3.958 -1.166
C -3.865 -2.334 0.082
H -4.534 -1.487 -0.120
H -3.667 -2.391 1.160
H -4.349 -3.268 -0.246
C -2.779 -2.137 -2.521
H -3.550 -2.904 -2.696
H -1.903 -2.354 -3.145
H -3.176 -1.150 -2.792
P 0.807 1.268 -2.158
C 2.341 0.542 -2.848
H 2.831 1.292 -3.490
H 2.088 -0.343 -3.444
H 3.049 0.249 -2.057
C 0.016 1.717 -3.739
H 0.757 2.125 -4.444
H -0.774 2.462 -3.570
H -0.429 0.809 -4.165
C 1.531 2.868 -1.670
H 1.930 3.409 -2.542
H 2.329 2.682 -0.943
H 0.744 3.469 -1.198
Ti -0.515 -0.138 -0.148
C -0.249 -1.683 1.165
O -0.135 -2.637 1.867
C 0.178 -1.329 -1.656
O 0.577 -2.100 -2.458
C -2.982 1.951 -1.719
C -2.170 2.930 -1.113
C -2.164 3.055 0.274
C -2.973 2.223 1.072
C -3.772 1.254 0.462
C -3.786 1.119 -0.939
H -2.938 1.810 -2.810
H -1.551 3.588 -1.733
H -1.484 3.774 0.761
H -2.973 2.337 2.161
H -4.356 0.555 1.081
H -4.427 0.367 -1.411
C 3.142 -2.827 -0.975
O 2.164 -2.415 -0.013
P 2.201 -0.682 0.224
O 3.788 -0.723 0.749
C 4.202 -1.459 1.906
O 2.173 1.134 0.858
C 3.436 1.740 1.089
H 2.749 -3.713 -1.478
H 4.094 -3.098 -0.493
H 3.320 -2.057 -1.748
H 3.539 -1.358 2.777
H 4.309 -2.512 1.641
H 5.164 -1.050 2.182
H 3.949 1.343 1.982
H 4.117 1.670 0.222
H 3.187 2.799 1.264

[2]
71
Properties=species:S:1:pos:R:3 method="wB97M-V/def2-TZVPD" smiles="CCCCCCCCCOCCOCOCC.COC(=O)OC.COC(=O)OC" gap_ev=10.2 de_lowest_ev=6.319 energy_ev=-39840.775
C 3.401 -0.101 -0.076
C 4.937 0.424 0.153
C 5.450 1.564 -0.907
C 4.293 2.596 -1.438
C 3.660 3.572 -0.255
C 2.022 3.236 -0.243
C 1.154 4.453 0.430
C -0.406 4.086 0.778
C -1.186 3.221 -0.388
O -1.796 1.965 0.089
C -0.855 0.836 0.040
C -0.515 0.276 -1.463
O -1.573 -0.702 -1.848
C -2.615 0.092 -2.520
O -3.968 -0.358 -2.131
C -4.473 0.377 -0.955
C -4.172 -0.415 0.483
H 2.693 0.250 0.813
H 3.407 -1.293 -0.008
H 2.945 0.156 -1.123
H 5.084 0.735 1.274
H 5.642 -0.525 -0.013
H 6.308 2.203 -0.402
H 5.941 1.040 -1.841
H 4.838 3.343 -2.193
H 3.449 2.075 -2.086
H 4.044 3.218 0.811
H 3.854 4.716 -0.436
H 1.656 3.121 -1.351
H 1.918 2.257 0.405
H 1.204 5.439 -0.240
H 1.717 4.740 1.443
H -0.972 5.129 0.898
H -0.520 3.560 1.839
H -2.096 3.908 -0.744
H -0.525 3.075 -1.371
H -1.390 -0.063 0.615
H 0.092 1.101 0.691
H 0.499 -0.347 -1.395
H -0.344 1.100 -2.277
H -2.519 1.257 -2.330
H -2.529 -0.032 -3.704
H -5.662 0.377 -1.057
H -4.163 1.512 -0.920
H -3.767 0.302 1.322
H -3.473 -1.326 0.250
H -5.198 -0.855 0.888
C 1.352 -3.247 -3.731
O 2.421 -4.084 -4.166
C 3.438 -4.199 -3.276
O 3.498 -3.660 -2.182
O 4.378 -5.017 -3.813
C 5.516 -5.230 -2.980
H 0.595 -3.228 -4.520
H 0.892 -3.648 -2.822
H 1.705 -2.223 -3.568
H 5.223 -5.711 -2.042
H 6.036 -4.286 -2.788
H 6.202 -5.898 -3.509
C -5.573 -3.702 3.482
O -5.600 -2.319 3.829
C -5.562 -2.078 5.164
O -5.510 -2.922 6.044
O -5.592 -0.734 5.349
C -5.558 -0.329 6.716
H -5.607 -3.778 2.391
H -4.647 -4.171 3.830
H -6.448 -4.219 3.890
H -4.631 -0.663 7.195
H -6.432 -0.712 7.254
H -5.587 0.763 6.746

[3]
75
Properties=species:S:1:pos:R:3 method="wB97M-V/def2-TZVPD" total_charge=+1 gap_ev=8.3 energy_ev=-56666.276
C -3.448 -0.891 1.431
C -2.544 -0.212 0.983
C -1.400 0.436 0.379
C -0.592 -0.325 -0.659
C -1.365 -1.214 -1.591
C -2.357 -0.406 -2.474
C -3.824 -0.574 -2.104
F -1.993 0.923 -2.536
C 0.586 -0.878 0.204
C 1.950 -1.083 -0.461
B 2.034 -2.123 -1.652
O 2.710 -1.723 -2.762
O 1.531 -3.416 -1.618
B 0.194 -2.092 1.212
C -0.607 -3.378 0.815
O 0.566 -1.972 2.544
C 0.698 0.302 1.160
P 2.160 0.913 2.158
C 3.356 -0.442 2.494
C 3.074 2.002 0.938
C 2.652 3.476 1.052
N -0.394 0.987 1.289
C -0.635 2.131 2.188
I -2.420 3.210 1.606
C -0.863 1.565 3.610
C -1.504 2.552 4.598
H -4.317 -1.419 1.705
H -1.866 1.217 -0.224
H -0.102 0.459 -1.238
H -1.971 -1.935 -1.058
H -0.727 -1.778 -2.265
H -2.258 -0.796 -3.482
H -3.998 -1.562 -1.697
H -4.395 -0.544 -3.027
H -4.195 0.212 -1.456
H 2.615 -1.477 0.306
H 2.326 -0.143 -0.846
H 2.985 -2.517 -3.245
H 0.672 -3.463 -2.041
H -1.617 -3.272 1.225
H -0.730 -3.539 -0.247
H -0.200 -4.276 1.268
H -0.186 -1.770 3.110
H 3.912 -0.697 1.596
H 2.923 -1.300 2.990
H 4.082 -0.011 3.179
H 2.856 1.662 -0.078
H 4.132 1.889 1.136
H 2.294 3.746 2.041
H 3.471 4.141 0.803
H 1.878 3.671 0.314
H 0.163 2.854 2.151
H 0.075 1.231 4.028
H -1.553 0.731 3.499
H -2.581 2.445 4.601
H -1.173 2.317 5.605
H -1.231 3.583 4.403
C 2.305 -5.426 -5.273
O 2.817 -4.453 -4.360
H 1.718 -4.906 -6.025
H 3.122 -5.957 -5.763
H 1.665 -6.140 -4.749
H 3.333 -4.924 -3.700
C 4.053 1.576 -3.048
O 4.194 1.022 -1.736
H 4.238 2.645 -2.983
H 4.776 1.127 -3.731
H 3.042 1.408 -3.428
H 4.035 0.076 -1.813
C -6.661 4.490 1.994
O -5.909 4.007 0.881
H -7.709 4.276 1.806
H -6.353 3.987 2.914
H -6.532 5.569 2.104
H -4.983 4.198 1.051

[4]
71
Properties=species:S:1:pos:R:3 method="wB97M-V/def2-TZVPD" spin_multiplicity=5 total_charge=+3 gap_ev="7.6 / 4.6" de_lowest_ev=0.249 energy_ev=-76766.997
Ir -0.049 0.958 0.526
P 2.121 1.375 1.280
P -2.138 1.796 0.761
P 0.390 1.331 -1.682
H 1.035 -3.899 -0.446
C 2.093 -3.758 -0.699
C 2.944 -3.156 0.146
H 2.640 -2.850 1.153
C 2.304 0.959 3.045
C 2.751 3.086 1.160
C 3.376 0.344 0.445
C -3.453 0.622 0.296
C -2.501 2.279 2.483
C -2.485 3.314 -0.190
C 1.569 0.142 -2.412
C 1.177 2.969 -1.916
C -1.049 1.386 -2.805
H 2.439 -4.180 -1.650
H 3.996 -3.008 -0.127
H 2.493 -0.112 3.181
H 1.395 1.235 3.594
H 3.146 1.536 3.452
H 1.925 3.793 1.298
H 3.219 3.266 0.184
H 3.488 3.246 1.958
H 3.020 -0.679 0.269
H 4.261 0.292 1.092
H 3.668 0.795 -0.510
H -4.151 1.132 -0.381
H -3.991 0.309 1.200
H -3.032 -0.259 -0.208
H -2.532 3.374 2.537
H -1.720 1.914 3.159
H -3.473 1.871 2.787
H -3.475 3.225 -0.652
H -1.735 3.488 -0.966
H -2.482 4.161 0.505
H 1.230 -0.119 -3.422
H 1.615 -0.783 -1.820
H 2.567 0.594 -2.476
H 0.821 3.397 -2.862
H 2.267 2.857 -1.965
H 0.918 3.649 -1.096
H -0.772 0.926 -3.761
H -1.347 2.428 -2.981
H -1.895 0.823 -2.393
C -1.037 -2.230 -2.991
C -2.088 -1.916 -3.892
C -2.000 -2.290 -5.226
C -0.898 -3.028 -5.681
C 0.119 -3.396 -4.786
C 0.047 -3.022 -3.451
S -1.064 -1.646 -1.401
H 0.246 2.287 1.394
H -2.937 -1.354 -3.507
H -2.796 -2.005 -5.915
H -0.833 -3.325 -6.728
H 0.975 -3.979 -5.130
H 0.815 -3.300 -2.731
S 0.039 -1.201 1.388
C -0.511 -1.232 3.014
N 0.218 -1.723 4.025
C -0.527 -1.775 5.267
C -1.877 -1.195 4.883
N -1.729 -0.901 3.471
H 1.161 -2.074 3.899
H -0.029 -1.181 6.038
H -0.607 -2.808 5.615
H -2.100 -0.284 5.447
H -2.691 -1.909 5.039
H -2.484 -0.580 2.872

[5]
70
Properties=species:S:1:pos:R:3 method="wB97M-V/def2-TZVPD" spin_multiplicity=6 total_charge=+4 gap_ev="4.0 / 4.6" de_lowest_ev=1.381 energy_ev=-120422.777
Ir 0.015 0.398 -0.205
P 1.234 -1.317 1.001
P 0.919 2.234 0.872
P 1.443 0.292 -1.894
H -2.565 -0.028 -1.204
C -1.609 -0.486 -1.474
C -1.122 -1.547 -0.693
H -1.768 -1.903 0.111
C 0.278 -2.096 2.344
C 2.748 -0.714 1.837
C 1.750 -2.761 -0.001
C 0.194 3.825 0.320
C 0.628 2.287 2.681
C 2.706 2.560 0.759
C 1.170 -1.105 -3.028
C 3.229 0.081 -1.502
C 1.522 1.739 -2.995
H -1.420 -0.533 -2.547
H -0.567 -2.302 -1.249
H -0.679 -2.481 1.967
H 0.103 -1.384 3.163
H 0.855 -2.940 2.742
H 2.520 0.150 2.474
H 3.512 -0.450 1.099
H 3.149 -1.513 2.475
H 0.901 -3.124 -0.585
H 2.048 -3.569 0.681
H 2.589 -2.530 -0.663
H 0.424 4.615 1.052
H -0.890 3.701 0.240
H 0.601 4.104 -0.661
H 1.071 3.211 3.076
H 1.075 1.426 3.192
H -0.449 2.297 2.877
H 2.927 3.482 1.317
H 2.995 2.714 -0.288
H 3.291 1.744 1.201
H 1.878 -0.958 -3.855
H 0.151 -1.102 -3.429
H 1.389 -2.069 -2.551
H 3.784 0.147 -2.450
H 3.445 -0.896 -1.054
H 3.584 0.884 -0.847
H 2.065 1.441 -3.904
H 2.062 2.556 -2.501
H 0.511 2.073 -3.276
C -2.975 2.381 -3.894
C -3.680 1.195 -4.196
C -4.636 1.163 -5.236
C -4.878 2.292 -6.035
C -4.144 3.471 -5.778
C -3.183 3.498 -4.759
Se -1.863 2.706 -2.360
H -1.188 1.427 -1.467
H -3.500 0.299 -3.605
H -5.211 0.246 -5.430
H -5.618 2.272 -6.843
H -4.333 4.366 -6.383
H -2.604 4.412 -4.601
C -2.979 0.604 4.311
N -2.957 -0.222 3.110
C -3.645 -1.507 3.168
C -2.100 0.053 2.157
N -1.292 0.476 1.411
H -3.696 0.192 5.029
H -3.277 1.627 4.058
H -1.988 0.636 4.786
H -3.852 -1.837 2.147
H -3.031 -2.267 3.683
H -4.581 -1.373 3.723

[6]
71
Properties=species:S:1:pos:R:3 method="wB97M-V/def2-TZVPD" spin_multiplicity=3 total_charge=+3 gap_ev="2.9 / 2.6" de_lowest_ev=10.468 energy_ev=-79200.247
Pr 0.210 0.016 0.972
P 1.863 1.007 2.206
P -0.731 1.740 -0.234
P 1.592 -0.499 -0.813
H -1.587 -2.203 0.972
C -0.565 -1.997 0.647
C 0.498 -2.021 1.642
H 0.241 -2.229 2.677
C 1.626 1.413 4.001
C 2.676 2.608 1.724
C 3.382 -0.037 2.417
C -2.103 1.377 -1.440
C -1.537 3.173 0.635
C 0.302 2.798 -1.363
C 2.506 -2.108 -0.789
C 3.016 0.571 -1.324
C 0.767 -0.712 -2.456
H -0.380 -2.455 -0.326
H 1.447 -2.481 1.382
H 1.215 0.543 4.522
H 0.926 2.245 4.105
H 2.577 1.692 4.469
H 1.926 3.404 1.745
H 3.064 2.537 0.705
H 3.498 2.874 2.401
H 3.087 -0.980 2.885
H 4.140 0.459 3.037
H 3.820 -0.271 1.443
H -2.463 2.283 -1.944
H -2.934 0.903 -0.912
H -1.744 0.666 -2.189
H -1.900 3.913 -0.088
H -0.805 3.649 1.295
H -2.382 2.842 1.244
H -0.307 3.591 -1.813
H 0.739 2.204 -2.168
H 1.114 3.255 -0.791
H 3.066 -2.224 -1.723
H 1.807 -2.942 -0.687
H 3.202 -2.135 0.053
H 3.467 0.194 -2.249
H 3.775 0.566 -0.538
H 2.692 1.601 -1.479
H 1.469 -1.092 -3.207
H 0.358 0.238 -2.805
H -0.061 -1.417 -2.340
C -2.407 -0.861 -6.160
C -3.525 -1.395 -6.809
C -3.728 -2.775 -6.811
C -2.825 -3.625 -6.172
C -1.712 -3.080 -5.528
C -1.497 -1.704 -5.517
O -2.152 0.490 -6.123
H -2.857 0.952 -6.604
H -4.231 -0.734 -7.308
H -4.598 -3.184 -7.317
H -2.986 -4.698 -6.176
H -1.002 -3.732 -5.027
H -0.635 -1.270 -5.020
S -1.862 0.481 2.820
C -1.304 0.168 4.313
N -1.112 -1.110 4.845
C -0.767 -0.996 6.242
C -0.848 0.521 6.558
N -1.185 1.147 5.304
H -1.213 -1.997 4.334
H 0.258 -1.391 6.404
H -1.499 -1.558 6.861
H 0.122 0.910 6.936
H -1.656 0.725 7.292
H -1.344 2.156 5.168